(1)
The following is a DFT calculation (ωB97M-V with the def2-TZVPD basis set) of a structure of composition C13H19ClMgOSi at a distorted geometry.

Positions of all 36 atoms, in Å:
C (0.916, -2.186, 0.741)
C (0.972, -2.052, -0.670)
C (-0.373, -1.954, -1.161)
H (1.879, -2.075, -1.287)
C (-1.238, -1.981, -0.040)
C (-0.460, -2.178, 1.138)
H (-0.837, -2.463, 2.121)
H (1.747, -2.278, 1.423)
H (-0.667, -1.901, -2.220)
H (-2.321, -1.913, -0.077)
Mg (0.287, 0.473, 0.686)
Cl (1.444, 2.354, 0.443)
C (0.111, 2.889, -4.600)
C (-1.122, 2.248, -4.945)
C (-0.810, 1.011, -5.594)
H (-2.121, 2.641, -4.765)
C (0.614, 0.889, -5.652)
C (1.184, 2.049, -5.038)
H (2.247, 2.264, -4.941)
H (0.215, 3.855, -4.108)
H (-1.530, 0.298, -5.994)
H (1.167, 0.066, -6.104)
C (-1.655, 0.967, 4.517)
Si (-0.174, -0.030, 3.908)
C (1.427, 0.837, 4.415)
C (0.013, -1.758, 4.684)
O (-0.360, -0.170, 2.304)
H (-1.711, 1.049, 5.611)
H (-2.576, 0.503, 4.137)
H (-1.605, 1.976, 4.083)
H (1.448, 0.819, 5.517)
H (2.313, 0.319, 4.018)
H (1.436, 1.869, 4.040)
H (-0.850, -2.389, 4.460)
H (0.899, -2.269, 4.295)
H (0.118, -1.675, 5.772)

ΔE to the lowest compared entry with this formula, charge and spin in kJ/mol: 14.1
Strongest force on any atom in Eh/bohr: 0.0545
DFT total energy in Eh: -1531.8899
E_LUMO in eV: 4.79
Total charge: -2
HOMO-LUMO gap in eV: 5.12

=====

(2)
The following is a DFT calculation (ωB97M-V with the def2-TZVPD basis set) of a cluster of 2 separate species, C13H19N in total at a distorted geometry.

Positions of all 33 atoms, in Å:
C (-2.572, -1.716, 1.221)
C (-1.182, -1.761, 1.811)
C (-0.091, -1.418, 0.833)
C (1.227, -1.429, 1.207)
N (2.002, -0.992, 0.135)
C (1.191, -0.774, -0.940)
C (1.698, -0.339, -2.190)
C (0.662, 0.034, -3.064)
C (-0.685, 0.002, -2.661)
C (-1.101, -0.431, -1.425)
C (-0.160, -0.932, -0.514)
H (-2.802, -0.633, 1.042)
H (-3.278, -2.055, 1.916)
H (-2.648, -2.218, 0.243)
H (-0.996, -1.126, 2.689)
H (-0.892, -2.733, 2.159)
H (1.700, -1.690, 2.158)
H (2.999, -1.044, 0.079)
H (2.708, -0.417, -2.542)
H (0.854, 0.290, -4.085)
H (-1.434, 0.316, -3.363)
H (-2.154, -0.468, -1.150)
C (-0.986, 1.997, 1.954)
C (-0.172, 2.655, 0.782)
C (0.938, 3.612, 1.174)
H (-2.032, 1.997, 1.605)
H (-0.623, 0.961, 2.025)
H (-1.011, 2.522, 2.899)
H (-0.781, 3.074, -0.015)
H (0.199, 1.746, 0.277)
H (1.520, 3.805, 0.255)
H (1.779, 3.188, 1.766)
H (0.461, 4.435, 1.710)

ΔE to the lowest compared entry with this formula, charge and spin in kJ/mol: 111.4
Strongest force on any atom in Eh/bohr: 0.0639
DFT total energy in Eh: -561.4803
E_LUMO in eV: 0.90
Structure (SMILES): CCc1c[nH]c2ccccc12.CCC
HOMO-LUMO gap in eV: 8.66

=====

(3)
The following is a DFT calculation (ωB97M-V with the def2-TZVPD basis set) of a cluster of 2 separate species, C13H19N in total at a distorted geometry.

Positions of all 33 atoms, in Å:
C (1.254, -0.815, 4.501)
C (1.555, -1.581, 3.250)
C (2.741, -2.266, 3.099)
N (2.916, -2.709, 1.815)
C (1.791, -2.339, 1.072)
C (1.671, -2.243, -0.288)
C (0.583, -1.575, -0.853)
C (-0.355, -0.991, 0.022)
C (-0.171, -1.005, 1.414)
C (0.999, -1.543, 1.932)
H (1.308, -1.532, 5.325)
H (0.269, -0.348, 4.436)
H (1.983, -0.034, 4.715)
H (3.533, -2.302, 3.814)
H (3.551, -3.461, 1.627)
H (2.362, -2.784, -0.928)
H (0.587, -1.529, -1.936)
H (-1.131, -0.349, -0.366)
H (-0.907, -0.538, 2.048)
C (-1.168, 3.366, -3.007)
C (-1.386, 2.052, -2.303)
C (-2.487, 2.188, -1.247)
C (-1.609, 0.871, -3.246)
H (-2.157, 3.756, -3.285)
H (-0.586, 3.271, -3.926)
H (-0.672, 4.127, -2.406)
H (-0.506, 1.731, -1.689)
H (-3.458, 2.258, -1.794)
H (-2.637, 1.429, -0.489)
H (-2.647, 3.216, -0.866)
H (-0.738, 0.246, -3.427)
H (-2.392, 0.209, -2.845)
H (-2.095, 1.225, -4.166)

ΔE to the lowest compared entry with this formula, charge and spin in kJ/mol: 110.3
Strongest force on any atom in Eh/bohr: 0.0631
DFT total energy in Eh: -561.4807
E_LUMO in eV: 0.95
Structure (SMILES): Cc1c[nH]c2ccccc12.CC(C)C
HOMO-LUMO gap in eV: 8.62

=====

(4)
The following is a DFT calculation (ωB97M-V with the def2-TZVPD basis set) of the molecule C13H19N5O3S.

Positions of all 41 atoms, in Å:
C (-3.973, -0.009, -0.804)
C (-3.825, 1.380, -1.406)
O (-2.451, 1.766, -1.467)
C (-1.783, 1.369, -2.571)
O (-2.295, 0.849, -3.530)
N (-0.459, 1.687, -2.508)
C (0.201, 2.121, -1.296)
C (1.352, 1.147, -0.964)
N (0.988, -0.171, -1.438)
C (0.286, -1.054, -0.715)
S (-0.664, -2.249, -1.343)
N (0.347, -1.001, 0.680)
C (1.487, -0.916, 1.458)
O (2.567, -0.563, 1.023)
C (1.250, -1.276, 2.855)
C (0.098, -1.675, 3.530)
C (0.510, -1.875, 4.844)
N (1.804, -1.624, 4.972)
N (2.242, -1.267, 3.786)
C (3.624, -0.931, 3.606)
C (0.976, -0.242, -2.888)
C (0.430, 1.078, -3.471)
H (-3.449, -0.738, -1.417)
H (-3.559, -0.032, 0.202)
H (-5.025, -0.279, -0.760)
H (-4.244, 1.404, -2.417)
H (-4.307, 2.138, -0.784)
H (0.598, 3.133, -1.433)
H (-0.534, 2.140, -0.491)
H (1.553, 1.147, 0.103)
H (2.271, 1.434, -1.479)
H (-0.415, -1.525, 1.093)
H (-0.894, -1.803, 3.144)
H (-0.069, -2.188, 5.690)
H (4.120, -1.078, 4.563)
H (3.727, 0.107, 3.286)
H (4.076, -1.567, 2.845)
H (0.339, -1.077, -3.183)
H (1.995, -0.428, -3.242)
H (1.236, 1.784, -3.689)
H (-0.135, 0.883, -4.382)

Strongest force on any atom in Eh/bohr: 0.0160
DFT total energy in Eh: -1404.4945
E_LUMO in eV: 0.17
Structure (SMILES): CCOC(=O)N1CCN(C(=S)NC(=O)c2ccnn2C)CC1
HOMO-LUMO gap in eV: 8.66

=====

(5)
The following is a DFT calculation (ωB97M-V with the def2-TZVPD basis set) of the molecule C13H19N6O3P at a distorted geometry.

Positions of all 42 atoms, in Å:
H (0.962, -0.443, 4.726)
N (0.474, -1.276, 4.383)
C (-0.622, -0.962, 3.812)
N (-1.053, 0.436, 3.664)
N (-1.509, -1.951, 3.215)
C (-1.088, -1.997, 1.761)
C (-1.614, -3.325, 1.102)
C (-0.961, -3.683, -0.287)
C (0.605, -3.528, -0.341)
C (1.074, -2.054, -0.658)
C (2.526, -1.738, -0.495)
N (3.108, -0.532, -0.681)
C (2.143, 0.397, -1.051)
C (2.605, 1.809, -1.264)
C (1.736, 2.890, -1.651)
O (2.279, 4.182, -1.781)
C (0.288, 2.589, -1.899)
P (-0.913, 3.919, -2.442)
N (-1.925, 3.207, -3.430)
O (-0.131, 5.151, -3.262)
O (-1.802, 4.481, -1.137)
C (-0.177, 1.230, -1.701)
C (0.717, 0.110, -1.257)
N (0.157, -1.146, -1.060)
H (-0.788, 0.700, 2.707)
H (-0.597, 1.038, 4.350)
H (-2.479, -1.641, 3.297)
H (0.037, -1.920, 1.789)
H (-1.565, -1.109, 1.257)
H (-1.554, -4.180, 1.836)
H (-2.721, -3.176, 0.918)
H (-1.439, -3.154, -1.162)
H (-1.177, -4.780, -0.467)
H (1.068, -3.793, 0.657)
H (1.025, -4.213, -1.128)
H (3.201, -2.581, -0.185)
H (3.693, 2.043, -1.115)
H (2.118, 4.641, -0.932)
H (-1.823, 3.710, -4.324)
H (-0.820, 5.835, -3.409)
H (-1.793, 3.774, -0.457)
H (-1.265, 1.037, -1.899)

Strongest force on any atom in Eh/bohr: 0.0707
DFT total energy in Eh: -1402.3371
E_LUMO in eV: -0.89
Structure (SMILES): [H]/N=C(\N)NCCCCc1cnc2cc(O)c(P(=N)(O)O)cc2n1
HOMO-LUMO gap in eV: 7.71